No. 1
Formula: C6H2NO4S2
Source: the Open Molecules 2025 dataset
Level of theory: ωB97M-V/def2-TZVPD

Calculated values
spin multiplicity	1
net charge	-1

The geometry in XYZ format:
```
15
Properties=species:S:1:pos:R:3:forces:R:3:mulliken_charge:R:1
C 1.031 -0.357 -0.710 0.8 -1.0 -1.1 0.19
C 0.560 -0.731 0.511 0.0 -0.9 -2.3 0.08
C -1.654 0.933 -0.427 -1.6 -1.8 -0.3 -0.62
C -1.377 2.144 -0.377 1.4 1.7 0.2 1.13
C -0.188 -2.001 0.677 -1.1 0.8 0.6 0.34
C 1.527 1.077 1.118 2.9 1.3 1.2 -0.02
N 0.841 0.054 1.534 0.8 2.0 1.3 -0.60
O -1.439 -1.923 0.350 -0.3 -0.3 -0.5 -0.59
O -0.970 3.263 -0.301 -0.7 -0.5 -0.1 -0.59
O 0.372 -2.942 1.194 0.2 -0.9 0.1 -0.65
O -1.564 -0.850 -2.191 0.0 -0.5 -1.0 -0.48
S 2.019 1.053 -0.577 -1.3 -0.7 1.0 -0.15
S -2.284 -0.462 -0.995 1.0 1.0 1.4 0.30
H 0.914 -0.999 -1.612 0.1 1.1 0.7 0.34
H 2.214 1.740 1.807 -2.1 -1.1 -1.3 0.32
```
Positions in Å, forces in eV/Å.


No. 2
Formula: C6H30N2O7
Source: the Open Molecules 2025 dataset
Level of theory: ωB97M-V/def2-TZVPD

Calculated values
energy above the lowest of the compared OMol25 structures with the same formula, charge and spin	164.18	kJ/mol
spin multiplicity	1
structure (SMILES)	CCN[C@H](CC)CN.O.O.O.O.O.O.O

The geometry in XYZ format:
```
45
Properties=species:S:1:pos:R:3:forces:R:3:mulliken_charge:R:1
C -0.370 3.303 1.131 0.0 -1.4 -0.9 -1.07
C -1.283 2.060 1.336 0.2 0.8 0.3 -0.71
N -0.863 0.842 0.627 -0.2 0.5 0.3 0.28
C -1.043 0.890 -0.859 -0.4 -0.7 1.2 0.33
C -2.528 1.024 -1.228 1.0 1.1 0.8 -0.65
C -2.696 1.377 -2.690 -0.1 -0.9 -0.4 -1.31
C -0.610 -0.490 -1.351 0.5 1.1 -0.3 -1.09
N 0.826 -0.694 -1.469 0.8 -0.2 -0.1 -0.54
H -0.790 3.897 0.320 0.0 0.7 0.5 0.28
H -0.165 3.788 2.080 -0.2 0.5 -0.3 0.34
H 0.577 2.955 0.702 0.2 0.1 0.4 0.28
H -1.345 1.875 2.406 0.1 -0.4 0.1 0.40
H -2.294 2.339 1.061 -0.2 -0.2 -0.1 0.41
H 0.144 0.831 0.795 -0.1 -0.4 -0.1 -0.08
H -0.428 1.716 -1.230 -0.1 0.0 -0.6 0.50
H -2.942 1.799 -0.589 -0.2 0.4 -0.3 0.34
H -3.042 0.143 -0.865 -0.2 -0.6 -0.5 0.25
H -2.083 2.211 -3.011 -0.3 0.7 0.3 0.35
H -3.748 1.466 -2.946 0.0 0.5 -0.1 0.39
H -2.312 0.601 -3.346 -0.1 -0.5 0.0 0.33
H -1.020 -1.151 -0.614 -0.2 -0.7 0.1 0.30
H -1.090 -0.663 -2.314 0.2 -0.3 0.0 0.44
H 1.318 -0.891 -0.605 -0.5 -0.3 0.3 0.34
H 1.289 0.137 -1.822 -0.4 -0.1 -0.5 0.13
O 0.919 -0.718 3.990 -0.1 0.1 -0.2 -0.64
H 0.586 -1.089 4.813 0.1 0.0 0.0 0.29
H 0.211 -0.860 3.350 0.0 0.0 0.1 0.33
O -2.554 -1.830 1.746 -0.1 1.1 -0.2 -0.68
H -2.234 -0.906 1.674 0.4 -0.3 0.0 0.24
H -3.455 -1.688 1.425 0.0 -0.5 0.1 0.32
O 2.402 1.609 -3.318 0.0 -0.2 0.1 -0.64
H 2.757 1.241 -2.502 0.2 0.2 0.0 0.31
H 2.818 1.070 -4.000 -0.1 0.1 -0.1 0.32
O 0.191 -2.970 0.842 0.7 -0.1 0.4 -0.60
H -0.127 -3.561 0.144 -0.1 0.5 0.0 0.33
H -0.506 -2.340 1.024 -0.5 -0.2 0.0 0.25
O 2.786 -1.086 1.683 -0.2 0.1 0.2 -0.64
H 2.314 -1.923 1.608 -0.1 -0.3 -0.4 0.28
H 2.491 -0.804 2.560 0.1 0.0 0.2 0.34
O 0.171 -3.606 -1.911 -1.1 -0.1 -0.3 -0.73
H 0.543 -2.711 -2.011 0.6 -0.4 0.4 0.39
H 0.783 -4.275 -1.607 0.7 0.4 -0.2 0.31
O 2.962 1.713 0.792 -0.5 -1.5 0.1 -0.65
H 2.804 1.260 1.635 0.2 0.9 0.6 0.33
H 2.881 0.856 0.331 0.3 0.5 -0.7 0.28
```
Positions in Å, forces in eV/Å.


No. 3
Formula: C6H30NO8
Source: the Open Molecules 2025 dataset
Level of theory: ωB97M-V/def2-TZVPD

Calculated values
energy above the lowest of the compared OMol25 structures with the same formula, charge and spin	211.84	kJ/mol
spin multiplicity	1
net charge	+1

The geometry in XYZ format:
```
45
Properties=species:S:1:pos:R:3:forces:R:3:mulliken_charge:R:1
C 1.840 -0.661 1.142 -0.6 2.3 -3.2 -0.91
O 1.741 -0.483 -0.311 -0.5 -1.1 0.3 -0.49
C 0.448 -0.938 1.699 0.4 -0.6 0.2 0.10
C 0.384 -0.780 3.246 2.1 -1.8 -1.3 -1.06
C -0.194 0.516 3.690 0.0 3.0 0.2 0.44
C 0.908 1.704 3.758 0.1 -2.2 -1.3 -1.24
C -0.579 0.374 5.164 -1.7 0.1 1.1 -1.49
N -0.023 -2.291 1.072 0.1 1.5 2.3 -0.09
H 2.516 -1.481 1.090 0.7 -0.8 1.3 0.45
H 2.289 0.328 1.407 -0.4 -1.1 1.1 0.31
H 1.304 0.356 -0.501 0.3 0.3 0.1 0.38
H -0.265 -0.259 1.275 -0.3 0.5 -0.4 0.36
H 1.509 -0.908 3.452 -1.5 0.5 0.7 0.38
H -0.084 -1.581 3.829 -0.2 -0.2 -0.6 0.49
H -0.963 0.997 3.033 0.0 -1.3 0.5 0.36
H 0.486 2.382 4.490 0.9 0.3 0.0 0.45
H 1.735 1.029 4.019 0.4 1.3 1.0 0.32
H 1.285 2.191 2.809 -1.1 -0.4 0.8 0.20
H 0.335 0.124 5.672 0.5 0.3 0.6 0.40
H -1.066 1.271 5.618 0.9 -0.2 -0.5 0.36
H -1.291 -0.394 5.569 0.4 0.0 -1.4 0.37
H -0.932 -2.446 1.547 0.6 -0.6 -1.1 0.39
H -0.044 -2.155 0.076 -1.0 0.3 -1.2 0.25
H 0.640 -3.037 1.201 0.3 -0.6 0.6 0.39
H -2.123 -1.734 -1.878 -1.0 -0.5 1.0 0.30
H -0.855 -1.546 -2.308 1.0 -0.2 0.9 0.42
O -1.262 -1.777 -1.433 0.0 0.2 -1.2 -0.73
H -0.858 0.086 -4.135 -0.1 0.0 -0.6 0.30
H -0.611 0.346 -2.700 0.3 -0.7 -0.5 0.28
O -0.423 -0.332 -3.388 -0.1 1.2 0.6 -0.61
H 0.264 2.011 -1.360 -0.9 -0.3 -0.4 0.23
H 1.326 2.870 -0.972 0.6 0.2 0.5 0.28
O 0.902 2.064 -0.657 0.0 0.6 -0.2 -0.58
H -0.694 5.269 -2.847 0.3 0.7 -0.8 0.30
H 0.490 4.578 -3.787 -0.1 1.0 -0.7 0.31
O -0.088 4.559 -3.037 -0.1 -1.8 1.5 -0.60
H -3.554 -0.308 -2.164 -0.4 -1.2 -0.6 0.34
H -4.580 -1.428 -1.950 0.4 -0.1 -0.4 0.33
O -3.820 -1.201 -2.518 0.0 1.5 1.0 -0.69
H -2.648 2.572 -4.310 0.3 0.1 -0.1 0.31
H -3.086 1.142 -4.350 -0.4 -0.5 -0.2 0.32
O -2.303 1.682 -4.438 0.1 0.2 0.3 -0.62
H 3.655 -2.634 -1.183 0.0 -0.1 0.2 0.32
H 4.199 -3.526 -0.020 -0.7 0.4 -0.6 0.32
O 3.379 -3.172 -0.428 0.6 -0.3 0.5 -0.63
```
Positions in Å, forces in eV/Å.


No. 4
Formula: C6H30NO9
Source: the Open Molecules 2025 dataset
Level of theory: ωB97M-V/def2-TZVPD

Calculated values
energy above the lowest of the compared OMol25 structures with the same formula, charge and spin	282.04	kJ/mol
spin multiplicity	1
net charge	-1

The geometry in XYZ format:
```
46
Properties=species:S:1:pos:R:3:forces:R:3:mulliken_charge:R:1
C 1.728 -1.784 -1.739 1.7 0.4 -0.4 -0.45
N 1.130 -1.453 -0.455 -0.1 -0.9 -1.4 -0.26
C -0.290 -1.231 -0.628 -1.5 2.2 1.5 -0.33
C -0.904 -0.932 0.767 0.6 0.2 1.1 0.25
C -2.242 -1.566 1.088 -1.0 -1.5 0.2 -0.64
O -3.374 -0.719 1.366 1.1 0.3 -0.7 -0.59
C -0.626 0.039 -1.506 0.8 -1.1 0.1 -2.66
C 3.266 -1.792 -1.644 0.7 -0.8 1.1 -1.15
H 1.531 -1.114 -2.586 -0.6 0.3 0.3 0.20
H 1.437 -2.773 -2.107 -0.4 0.0 0.4 0.35
H 1.614 -0.640 -0.051 -0.5 -0.1 -0.1 0.26
H -0.782 -2.098 -1.086 0.4 -0.4 0.3 1.54
H -0.951 0.140 0.918 -0.3 0.3 -0.5 -0.37
H -0.179 -1.124 1.572 0.0 -0.8 -0.3 0.42
H -2.230 -2.251 1.947 0.7 0.1 0.0 0.17
H -2.470 -2.246 0.253 -0.5 0.3 0.0 0.39
H -1.477 0.659 -1.232 -0.6 -0.7 0.0 0.44
H 0.156 0.728 -1.233 0.6 0.2 -0.7 0.92
H -2.952 0.125 1.618 -0.7 0.2 0.1 0.53
H 3.590 -2.816 -1.852 0.4 0.3 -0.5 0.31
H 3.665 -1.644 -0.632 -0.6 0.0 0.2 0.27
H 3.853 -1.046 -2.181 -0.5 -0.1 -0.7 0.35
H 1.919 4.367 -0.302 0.1 0.1 0.0 0.32
H 1.439 3.149 -1.003 0.0 -0.2 0.0 0.29
O 2.254 3.541 -0.662 0.0 0.1 -0.1 -0.67
H 0.916 1.426 0.680 1.2 -0.6 -0.5 0.03
H 2.486 1.705 0.365 -0.2 0.2 0.0 0.32
O 1.909 1.056 0.784 -0.7 0.0 0.2 -0.83
H -1.074 4.582 -0.314 -0.3 0.8 -0.3 0.34
H -0.642 -0.314 -2.536 0.1 0.9 -0.3 0.53
O -0.806 4.411 -1.231 0.1 -0.5 1.0 -0.72
H -0.557 3.493 -0.967 0.0 -0.4 -0.6 0.28
H -3.336 2.163 1.042 0.1 0.0 -0.1 0.29
O -2.669 1.965 1.704 0.0 -0.1 0.4 -0.80
H -3.529 -0.925 -2.228 -0.1 0.0 0.0 0.34
H -2.150 -1.493 -2.045 -0.3 -0.1 -0.2 0.23
O -2.968 -1.643 -2.540 0.0 0.0 0.1 -0.72
H -0.015 -4.704 0.820 -0.1 -0.2 0.0 0.29
H 0.513 -3.313 0.514 0.3 0.5 0.1 0.33
O 0.315 -3.912 1.246 -0.1 -0.2 0.0 -0.65
H 0.134 2.659 1.009 -0.6 0.5 0.0 0.28
H -1.793 1.946 1.234 0.0 0.4 -0.3 0.32
O -0.346 2.156 0.331 0.5 0.6 0.7 -0.83
H 3.556 -0.785 2.388 0.0 -0.1 0.1 0.29
H 2.768 0.472 2.224 -0.4 0.3 -0.2 0.45
O 3.329 0.015 2.868 0.4 -0.3 0.2 -0.68
```
Positions in Å, forces in eV/Å.


No. 5
Formula: C6H30O10
Source: the Open Molecules 2025 dataset
Level of theory: ωB97M-V/def2-TZVPD

Calculated values
energy above the lowest of the compared OMol25 structures with the same formula, charge and spin	1.67	kJ/mol
spin multiplicity	1
structure (SMILES)	C=C(C)/C=C/C.O.O.O.O.O.O.O.O.O.O

The geometry in XYZ format:
```
46
Properties=species:S:1:pos:R:3:forces:R:3:mulliken_charge:R:1
C 1.840 2.899 -0.215 -0.2 -0.2 0.3 -1.18
C 0.824 2.171 -0.680 0.4 0.2 -0.2 0.52
C 0.393 2.266 -2.121 0.1 -0.1 -0.5 -1.50
C 0.055 1.267 0.207 0.5 0.0 0.0 -0.40
C -0.065 -0.043 0.012 -0.3 0.2 0.7 0.62
C -0.880 -0.930 0.913 -0.1 -0.2 -0.2 -1.27
H 2.425 3.571 -0.823 0.0 0.1 -0.3 0.35
H 2.125 2.855 0.828 0.0 -0.1 0.1 0.24
H -0.091 3.222 -2.340 0.0 0.0 0.1 0.36
H 1.240 2.169 -2.793 0.2 0.2 -0.1 0.47
H -0.287 1.472 -2.425 -0.1 -0.1 0.2 0.20
H -0.381 1.782 1.056 -0.1 -0.4 0.2 0.57
H 0.437 -0.521 -0.820 0.0 0.1 -0.3 0.44
H -1.928 -0.915 0.596 0.0 0.0 0.0 0.28
H -0.850 -0.603 1.952 0.1 -0.1 -0.1 0.28
H -0.563 -1.970 0.837 0.1 0.1 0.1 0.15
O -3.066 1.402 2.056 -0.2 -0.1 -0.3 -0.72
H -3.751 0.719 2.022 0.2 0.2 0.0 0.31
H -2.937 1.687 1.112 -0.1 -0.1 0.3 0.41
O -2.708 2.014 -0.569 0.3 -0.7 -0.6 -0.84
H -2.667 1.100 -0.980 -0.2 0.7 0.3 0.53
H -1.812 2.341 -0.749 -0.4 0.1 0.1 0.28
O -0.618 -2.071 -2.672 0.2 -0.3 0.6 -0.77
H -0.979 -2.655 -3.341 -0.2 -0.1 -0.2 0.29
H -0.246 -2.694 -1.983 -0.1 0.2 -0.3 0.42
O 0.434 -3.882 -0.962 0.2 0.3 0.5 -0.68
H 0.928 -3.615 -0.135 -0.1 -0.1 -0.5 0.38
H 0.965 -4.571 -1.369 0.1 0.0 0.0 0.29
O -2.725 -0.503 -1.771 1.1 -0.4 0.7 -0.68
H -1.888 -0.996 -1.999 -0.8 0.3 0.1 0.40
H -3.175 -0.396 -2.594 -0.5 0.1 -0.9 0.29
O -0.928 0.872 3.696 -0.8 0.3 -0.1 -0.69
H -1.305 1.191 4.528 0.3 -0.1 -0.2 0.28
H -1.656 1.060 3.041 0.4 -0.1 0.3 0.36
O 1.829 0.787 3.314 -0.7 0.0 0.0 -0.70
H 0.837 0.789 3.343 0.6 0.0 0.1 0.37
H 2.068 1.691 3.533 0.1 0.0 0.0 0.30
O 1.910 -3.177 1.244 0.2 0.4 -0.1 -0.77
H 2.391 -2.302 1.277 -0.2 -0.4 -0.2 0.45
H 1.429 -3.188 2.073 -0.1 -0.2 0.2 0.30
O 1.701 -0.919 -3.772 -0.5 -0.2 0.3 -0.66
H 2.319 -0.902 -3.033 -0.1 0.0 -0.1 0.30
H 0.876 -1.320 -3.409 0.7 0.3 -0.2 0.41
O 3.040 -0.719 1.320 -0.1 0.1 0.5 -0.75
H 2.807 -0.228 0.528 -0.1 0.2 0.0 0.31
H 2.634 -0.206 2.066 0.2 -0.1 -0.5 0.44
```
Positions in Å, forces in eV/Å.


No. 6
Formula: C6H31NO10
Source: the Open Molecules 2025 dataset
Level of theory: ωB97M-V/def2-TZVPD

Calculated values
energy above the lowest of the compared OMol25 structures with the same formula, charge and spin	471.27	kJ/mol
spin multiplicity	1
structure (SMILES)	C=CC(=C)CCN.O.O.O.O.O.O.O.O.O.O

The geometry in XYZ format:
```
48
Properties=species:S:1:pos:R:3:forces:R:3:mulliken_charge:R:1
C -2.632 -2.105 1.275 0.7 -2.4 1.5 -0.40
C -2.917 -1.016 0.578 0.9 -0.6 -0.3 -0.51
C -2.790 0.370 1.116 -4.4 -0.7 -0.2 0.46
C -3.960 1.028 1.226 1.1 2.1 -1.2 -1.04
C -1.518 1.032 1.291 1.9 -0.7 0.1 -0.34
C -1.021 1.259 2.697 2.7 -1.0 1.7 -0.68
N -0.141 0.069 3.269 -1.4 1.5 -1.7 -0.60
H -2.490 -3.169 0.769 -0.7 2.4 1.2 0.19
H -2.474 -2.087 2.454 -0.1 0.0 -2.7 0.18
H -3.150 -1.141 -0.502 0.3 0.3 0.7 0.28
H -3.931 2.147 1.288 0.0 -1.0 0.6 0.28
H -4.888 0.730 0.775 -0.3 -0.8 0.4 0.39
H -0.796 0.304 0.799 -0.2 1.7 0.1 0.20
H -1.677 2.027 0.869 0.8 -0.2 -0.5 0.36
H -0.335 2.127 2.775 -0.3 -0.5 -0.5 0.33
H -1.763 1.464 3.444 -1.0 0.0 0.0 0.41
H -0.674 -0.768 3.108 -0.3 -0.5 -0.1 0.16
H -0.165 0.187 4.258 0.2 0.1 0.9 0.22
O 2.520 -0.799 2.673 1.8 0.8 -0.2 -0.62
H 2.795 -1.677 2.414 -0.8 -0.3 0.1 0.29
H 1.582 -0.658 2.822 -0.8 -0.2 -0.1 0.46
O 1.049 -3.721 1.259 0.0 0.1 0.0 -0.58
H 0.492 -4.506 1.305 0.2 0.0 0.0 0.29
H 1.851 -3.972 0.781 -0.3 0.0 0.0 0.31
O -0.764 3.921 -2.644 -0.2 1.2 0.2 -0.63
H -1.013 3.010 -2.820 0.6 -0.6 0.0 0.44
H 0.188 4.058 -2.616 -0.3 -0.5 -0.2 0.27
O -0.349 -0.625 -3.971 0.8 -0.9 -2.4 -0.60
H -0.299 -1.480 -4.433 -0.5 -0.7 1.3 0.32
H -0.073 -0.173 -4.784 0.0 1.3 0.5 0.26
O -1.444 1.249 -2.735 -1.0 -0.3 0.0 -0.79
H -2.386 1.315 -2.531 0.2 0.2 0.1 0.33
H -1.379 0.403 -3.239 0.3 0.6 0.4 0.40
O 2.495 -2.136 -2.023 -0.1 -1.1 -0.7 -0.51
H 3.279 -1.603 -1.876 -0.2 0.2 0.2 0.32
H 2.731 -2.755 -2.726 -0.1 0.1 0.1 0.26
O 2.939 2.394 2.580 -0.4 1.3 1.5 -0.59
H 2.429 2.499 1.788 0.3 -0.5 -0.8 0.31
H 3.635 1.750 2.584 0.0 -0.7 -0.7 0.28
O 3.055 3.388 -1.437 -0.3 0.4 0.1 -0.62
H 3.415 2.645 -1.921 -0.1 -0.2 -0.1 0.31
H 2.118 3.433 -1.676 0.4 -0.2 0.1 0.30
O -0.600 -2.926 -2.774 0.8 0.4 1.5 -0.62
H -0.020 -2.276 -2.322 -0.1 0.4 -1.1 0.31
H -0.638 -3.470 -1.980 -0.6 -0.9 -0.3 0.27
O 2.988 -0.063 -0.773 1.8 1.3 1.7 -0.65
H 3.910 0.214 -0.584 0.1 -0.1 -1.3 0.32
H 2.815 0.103 0.170 -1.6 -0.5 0.2 0.26
```
Positions in Å, forces in eV/Å.


No. 7
Formula: C6H31O13
Source: the Open Molecules 2025 dataset
Level of theory: ωB97M-V/def2-TZVPD

Calculated values
energy above the lowest of the compared OMol25 structures with the same formula, charge and spin	465.57	kJ/mol
spin multiplicity	1
net charge	-1

The geometry in XYZ format:
```
50
Properties=species:S:1:pos:R:3:forces:R:3:mulliken_charge:R:1
O 0.038 -1.507 0.340 1.2 -1.4 0.8 -0.42
C 0.510 -0.271 0.204 3.5 1.5 3.6 0.38
O 1.513 0.232 0.826 0.0 -1.6 -0.3 -0.67
O -0.225 0.395 -0.467 -2.8 3.5 -3.4 -0.56
H -0.687 -1.214 -0.217 -1.7 -1.5 -0.4 0.23
O 3.410 -1.857 0.452 0.3 -0.9 -0.3 -0.61
H 3.102 -0.970 0.271 -0.6 0.5 0.1 0.32
H 4.364 -1.778 0.484 0.2 0.0 0.0 0.28
O 0.773 3.094 -1.121 -0.5 0.7 -0.6 -0.69
H 0.268 2.358 -0.776 -0.1 -0.7 0.1 0.29
H 1.481 3.217 -0.488 0.5 0.0 0.3 0.40
O 3.622 -0.271 2.724 0.7 0.5 0.9 -0.70
H 3.690 -1.224 2.777 -0.2 -0.2 -0.2 0.33
H 2.915 -0.115 2.097 -0.7 -0.1 -0.5 0.41
O -2.734 1.501 -0.940 -0.9 0.2 -0.2 -0.69
H -1.995 0.963 -0.656 0.7 -0.4 0.1 0.43
H -2.421 2.402 -0.855 0.1 0.2 0.0 0.31
O -1.262 -4.217 -0.066 0.2 -0.6 0.4 -0.67
H -1.939 -4.828 -0.355 -0.2 -0.1 -0.1 0.25
H -1.394 -3.438 -0.607 -0.2 0.3 0.1 0.37
C 4.234 2.339 -0.170 -2.0 -0.2 0.4 -0.55
O 3.017 2.760 0.520 1.4 0.5 -0.1 -0.64
H 4.777 1.643 0.469 0.4 0.3 0.1 0.21
H 3.883 1.776 -1.035 0.4 0.1 -0.4 0.24
H 4.773 3.239 -0.464 0.1 -0.3 0.1 0.27
H 2.535 1.959 0.740 -0.4 -0.7 0.1 0.46
C -1.440 -2.304 -2.600 1.2 -0.3 -1.5 -0.67
O -2.376 -2.122 -1.613 -1.2 0.6 1.3 -0.50
H -1.624 -1.619 -3.427 0.2 -0.1 -0.3 0.29
H -0.429 -2.114 -2.239 -0.1 0.1 0.2 0.25
H -1.479 -3.346 -2.916 0.2 -0.1 -0.5 0.29
H -3.207 -1.966 -2.067 -0.2 0.1 0.5 0.30
C 0.327 2.204 4.238 -0.3 0.4 -0.2 -0.52
O 0.599 0.839 4.310 -0.1 -0.6 0.4 -0.54
H 1.214 2.803 4.447 0.1 0.2 -0.1 0.24
H -0.087 2.459 3.263 0.1 0.3 -0.2 0.20
H -0.437 2.463 4.971 0.0 -0.2 0.2 0.26
H 1.220 0.616 3.612 0.1 -0.1 -0.2 0.34
C -2.956 -1.802 2.136 2.0 0.3 -1.8 -0.35
O -3.850 -2.876 2.043 -1.6 -0.1 1.0 -0.57
H -2.060 -2.016 2.718 -0.1 -0.1 0.2 0.25
H -2.630 -1.636 1.110 0.6 0.2 -0.1 0.01
H -3.264 -0.787 2.390 -1.3 -0.6 0.7 0.37
H -3.380 -3.693 1.863 0.4 0.3 -0.1 0.32
C -1.726 1.436 -3.978 0.3 0.4 0.3 -0.30
O -1.185 1.243 -5.305 -0.4 0.2 0.8 -0.54
H -2.720 0.998 -3.884 0.1 -0.3 0.2 0.28
H -1.037 1.093 -3.205 0.0 -0.8 -0.4 -0.04
H -1.810 2.476 -3.663 -0.2 0.4 -0.6 0.34
H -1.913 1.463 -5.891 0.1 0.0 -0.2 0.29
```
Positions in Å, forces in eV/Å.


Orbital gap (computed, Ha): 0.2983 0.3566 0.3930 0.3352 0.3409 0.3482 0.3321
Highest occupied orbital energy (computed, eV): -5.156 -9.379 -13.224 -6.143 -8.965 -9.382 -6.516